[1]
{"formula": "C17H21BrN2O4", "method": "wB97M-V/def2-TZVPD", "elements": ["C", "C", "C", "C", "C", "C", "C", "O", "N", "O", "C", "C", "C", "O", "N", "C", "C", "C", "C", "Br", "C", "C", "C", "O", "H", "H", "H", "H", "H", "H", "H", "H", "H", "H", "H", "H", "H", "H", "H", "H", "H", "H", "H", "H", "H"], "coordinates": [[-7.6310, -1.6550, -2.0861], [-8.2676, -0.5239, -1.2844], [-7.2532, 0.4944, -0.7440], [-6.8598, 0.2799, 0.7198], [-6.1481, -1.0366, 1.0312], [-4.7819, -1.1532, 0.3588], [-3.7806, -0.1978, 0.9577], [-3.8833, 0.3571, 2.0290], [-2.6763, 0.0310, 0.1829], [-2.4767, -0.6410, -1.0177], [-1.5570, 0.7950, 0.6735], [-1.2594, 2.0921, -0.0751], [0.2472, 2.1388, -0.1727], [0.9349, 3.0657, -0.4905], [0.7294, 0.8721, 0.1682], [2.0951, 0.5023, 0.0754], [2.8584, 0.9236, -1.0067], [4.1899, 0.5623, -1.0896], [4.7433, -0.2267, -0.0952], [6.5721, -0.7313, -0.2139], [3.9888, -0.6558, 0.9841], [2.6606, -0.2848, 1.0717], [-0.2625, -0.0009, 0.5594], [-0.1401, -1.1866, 0.7281], [-7.0846, -1.2545, -2.9379], [-6.9412, -2.2359, -1.4805], [-8.3997, -2.3269, -2.4631], [-8.9765, -0.0086, -1.9363], [-8.8398, -0.9420, -0.4537], [-7.6875, 1.4946, -0.8120], [-6.3648, 0.4933, -1.3778], [-6.2128, 1.1019, 1.0326], [-7.7649, 0.3286, 1.3299], [-6.0015, -1.0959, 2.1115], [-6.7721, -1.8783, 0.7303], [-4.8508, -0.9741, -0.7140], [-4.3847, -2.1635, 0.5016], [-1.9848, -1.4619, -0.8340], [-1.7811, 0.9811, 1.7327], [-1.6693, 2.0460, -1.0876], [-1.6492, 2.9869, 0.4065], [2.4195, 1.5375, -1.7761], [4.7908, 0.8881, -1.9241], [4.4348, -1.2693, 1.7513], [2.0651, -0.6125, 1.9086]], "forces_ev_per_angstrom": [[-0.21, 0.09, 0.09], [0.21, 0.06, -0.15], [-0.24, -0.02, 0.23], [0.09, -0.06, -0.13], [0.13, 0.20, 0.06], [-0.42, -0.03, 0.18], [0.03, -0.35, -0.46], [-0.21, 0.13, 0.34], [0.70, -0.04, 0.01], [-0.13, 0.14, -0.14], [-0.22, -0.02, -0.03], [-0.14, 0.03, 0.01], [-0.33, 0.20, 0.08], [0.07, 0.14, -0.08], [0.34, -0.08, 0.03], [0.42, -0.12, -0.03], [-0.15, -0.06, 0.11], [0.12, -0.10, 0.07], [0.14, -0.04, -0.01], [-0.17, 0.05, 0.01], [0.13, 0.02, -0.07], [-0.10, 0.14, -0.11], [-0.46, -0.07, -0.09], [-0.03, -0.09, 0.09], [0.08, 0.00, -0.09], [0.12, -0.10, 0.04], [0.01, -0.12, -0.07], [-0.07, -0.03, 0.06], [-0.10, 0.02, 0.04], [0.09, 0.03, -0.05], [0.06, 0.08, -0.10], [-0.05, 0.04, 0.10], [-0.01, 0.08, 0.03], [-0.06, -0.10, -0.02], [0.00, -0.08, 0.03], [0.08, -0.12, 0.02], [0.05, 0.02, -0.12], [-0.04, 0.23, 0.33], [0.15, -0.04, -0.21], [0.07, -0.01, 0.02], [0.07, -0.02, -0.01], [-0.03, 0.05, -0.04], [0.04, 0.02, -0.05], [0.03, -0.04, 0.04], [-0.05, -0.03, 0.05]], "molar_mass_g_mol": 397.27, "e_homo_ev": -9.17, "gap_ev": 9.65, "e_above_lowest_kcal_mol": 2.1, "smiles": "CCCCCCC(=O)N(O)[C@@H]1CC(=O)N(c2ccc(Br)cc2)C1=O", "multiplicity": 1}

[2]
{"formula": "C17H21Cl12N3O", "method": "wB97M-V/def2-TZVPD", "elements": ["N", "C", "C", "C", "C", "H", "H", "H", "H", "H", "N", "C", "C", "C", "C", "H", "H", "H", "H", "H", "N", "C", "C", "C", "C", "H", "H", "H", "H", "H", "C", "Cl", "Cl", "Cl", "Cl", "C", "Cl", "Cl", "Cl", "Cl", "C", "Cl", "Cl", "Cl", "Cl", "C", "C", "O", "H", "H", "H", "H", "H", "H"], "coordinates": [[-0.5442, 3.3476, -2.4358], [0.1627, 3.5388, -3.5453], [1.4197, 2.9579, -3.3151], [1.3135, 2.4084, -2.0373], [0.1205, 2.6377, -1.4934], [-1.4699, 3.6665, -2.1879], [-0.2418, 4.1035, -4.3722], [2.2420, 2.8273, -4.0031], [2.0830, 1.8801, -1.4940], [-0.2969, 2.3472, -0.5407], [-3.1731, -0.7505, 3.4425], [-2.4707, -1.0024, 2.2570], [-2.3458, -2.3554, 2.1808], [-3.0479, -2.9748, 3.2028], [-3.5037, -1.9625, 4.0301], [-3.6117, 0.1268, 3.6835], [-2.0559, -0.1765, 1.6983], [-1.7473, -2.7256, 1.3616], [-3.0024, -4.0498, 3.2967], [-3.9649, -1.9786, 5.0065], [3.7412, 0.6559, -0.5033], [4.9100, 0.3085, 0.0051], [4.9094, 0.4847, 1.4316], [3.6309, 0.9206, 1.8069], [2.9367, 0.9960, 0.5702], [3.4456, 0.4638, -1.4498], [5.6942, 0.0298, -0.6831], [5.7279, 0.2326, 2.0896], [3.2635, 1.1630, 2.7932], [1.8753, 1.1748, 0.4814], [1.1852, 0.6711, 3.3340], [1.4379, 2.4867, 3.3284], [1.0556, 0.0096, 1.6734], [2.6061, -0.0707, 4.0372], [-0.3002, 0.2999, 4.2555], [-3.2598, -3.4594, -1.3368], [-3.8058, -3.0213, -2.9724], [-2.6643, -5.1260, -1.3201], [-2.0156, -2.4255, -0.6556], [-4.5725, -3.4431, -0.1931], [-0.8059, -0.2348, -4.1788], [-2.1816, 0.7567, -4.7406], [-1.1552, -2.0047, -4.1593], [0.5380, 0.0075, -5.2918], [-0.4278, 0.3114, -2.5856], [0.3620, 0.4020, -0.4036], [-0.7393, -0.6784, -0.1293], [-0.3643, -1.1341, 1.1408], [0.4183, 1.1981, 0.3388], [0.1618, 0.9638, -1.3160], [1.3844, 0.0242, -0.3931], [-0.8070, -1.4678, -0.8779], [-1.7502, -0.2745, -0.0738], [-0.2998, -2.0864, 1.2428]], "forces_ev_per_angstrom": [[-2.50, 0.44, 1.84], [1.56, 0.05, -0.98], [-1.24, 0.35, -0.57], [3.53, -0.37, 0.57], [-1.07, 3.19, 0.01], [0.08, 0.22, -0.79], [0.10, -0.18, 0.01], [-0.13, 0.26, 0.05], [-0.02, 0.24, -0.44], [-0.28, 1.33, -0.61], [-0.09, -0.87, -0.75], [-1.51, 0.95, 2.29], [0.60, 0.73, -1.38], [0.30, -0.06, 1.09], [-0.10, 0.07, -0.37], [0.29, -0.17, 0.06], [-0.61, -0.23, 0.49], [-0.95, -1.10, 1.42], [-0.43, 0.11, 0.58], [-0.17, -0.10, -0.21], [-1.68, 0.45, 1.48], [2.79, -0.45, 2.09], [0.46, -0.57, -2.10], [0.63, 0.88, -3.95], [1.08, 1.61, 0.61], [0.05, 0.18, 0.24], [0.18, -0.18, 0.34], [0.11, 0.16, -0.16], [1.09, 0.61, -1.74], [2.59, 1.65, -0.77], [0.76, 0.31, -1.10], [-0.71, -0.34, 0.20], [2.90, 1.78, 11.72], [-0.92, -1.72, 3.01], [0.68, 0.19, -0.22], [-0.46, -1.29, 0.48], [-0.04, -0.06, 0.83], [0.37, -0.35, -0.50], [-4.14, -3.85, -3.50], [-1.12, 0.33, 0.22], [-0.66, -0.32, -1.23], [-0.18, -0.52, -0.22], [0.18, 0.87, -0.22], [0.22, 0.10, -0.02], [-1.27, -2.73, -4.44], [-1.89, -0.56, -0.76], [2.88, 3.24, 1.06], [-3.93, -5.13, -3.29], [-1.28, -0.09, -1.15], [1.31, -0.65, 2.66], [-0.61, -0.82, -1.16], [3.02, 2.20, -0.27], [0.21, 0.66, -0.20], [0.02, -0.40, -0.24]], "molar_mass_g_mol": 708.81, "e_homo_ev": -7.12, "gap_ev": 7.27, "e_above_lowest_kcal_mol": 347.3, "multiplicity": 1}

Let's list strongest force on any atom in order: 0.7; 12.2 eV/Å.